(1)
This record from OMol25 describes C5H8O in the gas phase. The level of theory is ωB97M-V with the def2-TZVPD basis set.

The value obtained for the energy above the lowest of the compared OMol25 structures with the same formula, charge and spin is 5.333 eV. The LUMO energy (spin up / spin down) is -0.31 / -0.30 eV. The calculation puts the HOMO energy (spin up / spin down) at -8.8 / -8.8 eV.

Cartesian coordinates (Å):
C -1.7160 0.1092 -0.0390
C -0.6817 -0.9591 0.1950
C 1.0215 1.3542 -1.0532
C 1.2802 0.7561 0.2940
C 0.7472 -0.6723 0.3713
O 0.2463 -1.2097 -0.8562
H -1.2759 0.9825 -0.5411
H -2.5261 -0.2744 -0.6684
H -2.1518 0.4343 0.9125
H -1.0530 -1.8779 0.6531
H 1.5066 0.6372 -1.7493
H 0.8832 1.3656 1.1160
H 2.3822 0.7317 0.4048
H 1.3373 -1.3774 0.9606

Cartesian forces (eV/Å) of the 6 atoms listed first:
C 0.052 0.009 -0.035
C -0.230 0.029 0.143
C 0.477 -0.230 0.196
C -0.228 0.125 -0.058
C 0.128 0.042 0.161
O 0.055 -0.157 -0.161

(2)
This record from OMol25 describes 3 unconnected molecules or ions with the total composition C22H53BFN8O4P2S at a distorted geometry. The level of theory is ωB97M-V with the def2-TZVPD basis set.

The LUMO energy is 0.46 eV. The calculation puts the HOMO energy at -5.2 eV. Its total charge is -1.

Cartesian coordinates (Å):
F 1.3430 5.1480 -3.5683
C 1.1920 4.3423 -2.3896
C 2.4926 3.5105 -1.9846
C 3.8477 4.3643 -1.9097
B 4.3840 4.6472 -0.3568
C 4.4547 3.2933 0.5736
C 5.9230 2.9447 1.1250
S 5.8512 1.1677 1.7799
C 4.2010 0.9622 2.6110
N 3.9511 0.8995 4.0068
N 2.5997 0.7879 4.1806
C 1.9411 0.7606 2.9305
O 2.9452 0.8686 1.9415
C 3.4441 5.8540 0.2413
C 3.8889 6.1231 1.8769
C 5.5242 6.3128 2.1124
O 4.4616 7.4854 2.1815
H 0.7972 4.9160 -1.4840
H 0.3749 3.5684 -2.6389
H 2.2361 2.9308 -1.0360
H 2.6414 2.7101 -2.8031
H 3.5919 5.4081 -2.3330
H 4.6800 3.9512 -2.5803
H 5.4919 5.1117 -0.4865
H 3.6699 3.3976 1.3965
H 4.1336 2.3700 -0.0417
H 6.2686 3.6299 1.9619
H 6.6798 2.8919 0.2638
H 0.8200 0.6940 2.8161
H 3.7093 6.8835 -0.1802
H 2.3255 5.6373 0.2588
H 3.2776 5.5420 2.7189
H 6.2097 6.4145 1.2220
H 5.8221 6.0326 3.1715
O -0.6218 -4.1486 -0.2581
P 0.8219 -3.8001 0.1542
N 0.8311 -2.4596 -0.9153
C 1.6144 -2.1497 -2.0935
C 0.1491 -1.2677 -0.4246
N 1.4778 -5.2420 -0.5298
C 2.5277 -5.3114 -1.5302
C 0.5147 -6.3090 -0.8503
N 2.4763 -3.3714 0.6654
C 2.4205 -3.2276 2.1397
C 3.4018 -2.3552 0.1959
H 2.3012 -1.3134 -1.9251
H 0.9652 -1.8328 -2.9187
H 2.2048 -2.9780 -2.4727
H 0.6862 -0.8415 0.4336
H -0.8692 -1.5092 -0.1009
H 0.0638 -0.4864 -1.1838
H 2.1612 -5.0205 -2.5186
H 2.9065 -6.3361 -1.6225
H 3.4025 -4.7177 -1.2709
H -0.0588 -6.0692 -1.7533
H -0.1754 -6.4798 -0.0225
H 1.0218 -7.2660 -1.0125
H 1.8044 -2.3607 2.4220
H 3.4020 -3.1171 2.6005
H 1.9579 -4.1178 2.5851
H 3.0000 -1.3399 0.2739
H 3.7521 -2.5508 -0.8162
H 4.3214 -2.3696 0.7918
O -4.6813 0.9353 -0.2659
P -5.8345 -0.0409 0.0300
N -4.7536 -1.2677 0.5461
C -4.4604 -2.5938 0.0406
C -4.2267 -1.1051 1.8951
N -6.3015 -0.1616 -1.6255
C -6.4316 -1.3901 -2.3888
C -5.7372 0.8483 -2.5376
N -7.2334 -1.0793 0.4219
C -8.0748 -0.2916 1.3524
C -7.3195 -2.4584 0.8675
H -4.8023 -3.3807 0.7220
H -3.3784 -2.7421 -0.0560
H -4.8840 -2.8094 -0.9354
H -5.0270 -1.2193 2.6390
H -3.7866 -0.1102 2.0217
H -3.4453 -1.8310 2.1337
H -5.4550 -1.8104 -2.6435
H -6.9521 -1.2036 -3.3353
H -7.0377 -2.1418 -1.8856
H -4.6833 0.6416 -2.7568
H -5.8258 1.8520 -2.1191
H -6.2836 0.8760 -3.4861
H -7.5568 -0.1421 2.3120
H -9.0441 -0.7494 1.5514
H -8.2727 0.7008 0.9287
H -6.7865 -2.6424 1.8064
H -6.9951 -3.1602 0.1013
H -8.3649 -2.7358 1.0453

Cartesian forces (eV/Å) of the 6 atoms listed first:
F -0.029 -0.709 1.592
C -0.438 -1.781 0.652
C 0.269 -0.060 -1.657
C -0.661 0.640 -0.308
B -0.345 0.255 -1.000
C 0.096 -0.903 -0.036

(3)
This record from OMol25 describes 2 unconnected molecules or ions with the total composition C2HBr2FO at a distorted geometry. The level of theory is ωB97M-V with the def2-TZVPD basis set.

The value obtained for the energy above the lowest of the compared OMol25 structures with the same formula, charge and spin is 0.351 eV. The LUMO energy is 0.32 eV. The calculation puts the HOMO energy at -10.5 eV.

Cartesian coordinates (Å):
C -1.8993 0.3167 1.3172
C 0.8248 -0.0384 -0.4968
O -2.3774 -0.1673 2.2108
F 0.4849 -1.2806 -0.1622
Br -0.1416 0.1469 -2.2564
Br 2.6936 0.2150 -0.6068
H 0.4151 0.8076 -0.0057

Cartesian forces (eV/Å) of the 6 atoms listed first:
C 0.032 0.013 0.025
C -0.591 -0.123 -2.818
O -0.056 -0.019 0.008
F 0.224 0.051 1.290
Br 0.592 0.259 0.233
Br 0.325 -0.150 -0.034

It is found that the E_tot values, taken in the order of the records, are -7356.9221 -76579.4664 -146939.1585 eV.